Record 1
Formula: C16F16
Source: the Open Molecules 2025 dataset
Level of theory: ωB97M-V with the def2-TZVPD basis set

Geometry (Å):
F  1.945  0.474  -3.392
F  2.399  -2.793  -2.005
F  -1.957  3.090  1.736
F  -0.810  1.943  -3.510
F  0.818  -1.413  -3.830
F  3.504  -1.461  1.515
F  2.146  -3.224  1.454
F  -1.893  0.072  3.653
F  -3.664  1.060  -1.521
F  1.995  -0.368  3.524
F  3.581  -0.958  -1.558
F  -2.105  0.047  -3.523
F  0.619  -2.198  3.487
F  -2.395  2.953  -1.484
F  -3.463  1.433  1.876
F  -0.332  1.721  3.606
C  1.437  -0.655  -2.871
C  0.556  -0.325  -1.713
C  2.238  -1.874  1.564
C  1.284  -1.121  0.637
C  1.291  -1.003  -0.795
C  -0.666  0.472  -1.645
C  0.532  -0.610  1.653
C  1.359  -1.296  2.740
C  -1.462  0.931  -0.659
C  -0.593  0.296  1.715
C  -1.483  1.035  -2.763
C  -2.402  1.596  -1.643
C  -1.224  0.986  2.882
C  -2.156  1.741  1.862
C  2.322  -1.456  -1.816
C  -1.424  0.907  0.825

Computed properties:
- Strongest force on any atom: 2.04 eV Å⁻¹
- Molar mass: 496.144 g/mol
- HOMO level: -10.326 eV
- ΔE to the lowest compared entry with this formula, charge and spin: 1.0 kcal/mol
- Total charge: 0
- Gap between HOMO and LUMO: 7.02 eV
- Electronic energy: -60067.2446 eV
- 2S+1: 1
- LUMO energy: -3.31 eV
- SMILES: FC1(F)C2=C(C3=C(C4=C(C5=C2C(F)(F)C5(F)F)C(F)(F)C4(F)F)C(F)(F)C3(F)F)C1(F)F



Record 2
Formula: C16H10Br2MnN3OS2
Source: the Open Molecules 2025 dataset
Level of theory: ωB97M-V with the def2-TZVPD basis set

Geometry (Å):
Br  4.880  -0.067  3.373
Br  -0.642  -0.394  4.479
Mn  -1.138  0.781  -0.551
S  -3.001  5.227  -1.259
S  -1.322  -0.473  -2.870
O  -0.837  0.469  1.518
N  -2.307  -1.061  -0.535
N  -1.999  2.654  -0.839
N  1.116  0.893  -0.249
C  -3.585  -3.386  -1.233
C  1.587  1.579  -2.517
C  3.087  0.094  2.760
C  0.361  0.329  1.928
C  2.038  1.190  -1.143
C  -3.619  -2.940  0.090
C  2.062  -0.156  3.630
C  3.407  1.141  -0.809
C  0.731  -0.041  3.223
C  2.818  0.467  1.422
C  -2.420  3.732  -1.014
C  -2.244  -1.485  -1.815
C  -2.901  -2.669  -2.189
C  -2.960  -1.766  0.390
C  1.470  0.559  1.019
C  3.792  0.775  0.449
H  1.170  0.711  -3.030
H  -2.854  -2.999  -3.217
H  -4.140  -3.491  0.860
H  4.140  1.395  -1.562
H  -4.093  -4.302  -1.511
H  -2.924  -1.356  1.393
H  2.273  -0.444  4.651
H  0.799  2.331  -2.459
H  2.416  1.977  -3.101
H  4.839  0.726  0.716

Computed properties:
- Strongest force on any atom: 0.34 eV Å⁻¹
- Molar mass: 539.156 g/mol
- HOMO level (spin up / spin down): -5.004 / -5.040 eV
- ΔE to the lowest compared entry with this formula, charge and spin: 0.0 kcal/mol
- Total charge: -1
- Gap between HOMO and LUMO (spin up / spin down): 7.35 / 7.33 eV
- Electronic energy: -216354.1967 eV
- <S²>: 8.76
- 2S+1: 6
- LUMO energy (spin up / spin down): 2.34 / 2.29 eV



Record 3
Formula: C16H10BrF5OPm
Source: the Open Molecules 2025 dataset
Level of theory: ωB97M-V with the def2-TZVPD basis set

Geometry (Å):
Pm  0.019  -1.035  -0.473
Br  1.520  -3.180  0.255
F  -2.814  -0.723  4.567
F  0.497  2.692  5.225
F  -1.893  -1.071  1.941
F  1.384  2.315  2.563
F  -1.583  1.185  6.133
O  0.027  0.585  0.994
C  -1.314  -0.163  2.806
C  -2.386  -0.520  -1.418
C  -1.334  -2.380  -2.291
C  -0.068  1.771  4.396
C  2.835  1.049  -1.099
C  -1.153  1.008  4.864
C  3.153  -0.190  -1.763
C  -0.279  0.648  2.274
C  1.922  1.774  -1.925
C  -0.998  -1.259  -3.099
C  -1.643  -0.117  -2.570
C  -1.784  0.023  4.091
C  2.417  -0.228  -3.001
C  1.664  0.984  -3.099
C  0.378  1.571  3.108
C  -2.185  -1.927  -1.234
H  0.955  1.225  -3.889
H  3.814  -0.968  -1.385
H  -2.940  0.161  -0.767
H  -2.456  -2.519  -0.341
H  -0.879  -3.371  -2.363
H  -0.365  -1.274  -3.998
H  3.214  1.368  -0.121
H  1.458  2.729  -1.682
H  -1.584  0.897  -2.993
H  2.400  -1.058  -3.708

Computed properties:
- Strongest force on any atom: 3.32 eV Å⁻¹
- Molar mass: 538.149 g/mol
- HOMO level (spin up / spin down): -3.808 / -3.822 eV
- Total charge: -1
- Gap between HOMO and LUMO (spin up / spin down): 6.14 / 6.16 eV
- Electronic energy: -118988.7062 eV
- <S²>: 6.01
- 2S+1: 5
- LUMO energy (spin up / spin down): 2.33 / 2.33 eV



Record 4
Formula: C16H10BrF5OPt
Source: the Open Molecules 2025 dataset
Level of theory: ωB97M-V with the def2-TZVPD basis set

Geometry (Å):
Pt  -1.402  -0.276  -0.346
Br  -2.029  -0.903  2.239
F  3.867  -3.011  1.027
F  1.957  1.711  3.284
F  4.442  0.764  3.968
F  5.384  -1.555  2.862
F  1.385  -2.086  0.324
O  0.715  0.571  1.247
C  3.707  0.055  3.091
C  2.092  -1.422  1.265
C  0.266  1.808  -0.864
C  -3.170  0.355  -2.123
C  1.697  -0.051  1.704
C  4.199  -1.049  2.395
C  -3.703  0.290  0.139
C  -0.391  0.134  -2.479
C  3.359  -1.891  1.587
C  -3.538  -1.075  -0.312
C  -3.127  -1.021  -1.680
C  -0.805  1.396  -1.743
C  0.945  0.016  -2.144
C  2.459  0.571  2.743
C  -3.556  1.145  -1.014
C  1.351  0.988  -1.177
H  -2.949  -1.889  -2.299
H  -3.960  0.657  1.135
H  2.391  1.302  -0.964
H  -3.843  2.192  -1.029
H  -3.816  -1.994  0.234
H  -3.073  0.695  -3.153
H  1.632  -0.666  -2.608
H  -1.636  1.999  -1.980
H  0.163  2.555  -0.064
H  -1.013  -0.317  -3.263

Computed properties:
- Strongest force on any atom: 2.79 eV Å⁻¹
- Molar mass: 588.227 g/mol
- HOMO level (spin up / spin down): -7.469 / -7.856 eV
- ΔE to the lowest compared entry with this formula, charge and spin: 34.1 kcal/mol
- Total charge: 0
- Gap between HOMO and LUMO (spin up / spin down): 7.51 / 5.12 eV
- Electronic energy: -105669.5296 eV
- <S²>: 6.08
- 2S+1: 5
- LUMO energy (spin up / spin down): 0.05 / -2.73 eV



Record 5
Formula: C16H10BrIN2O4S2W
Source: the Open Molecules 2025 dataset
Level of theory: ωB97M-V with the def2-TZVPD basis set

Geometry (Å):
W  0.086  -0.661  0.252
I  -1.790  -2.475  1.147
Br  6.830  1.002  0.192
S  1.930  -2.017  2.206
S  0.793  -0.257  2.463
O  1.518  -3.088  3.053
O  1.420  -2.196  0.745
O  1.252  -0.581  -1.418
O  3.315  -1.651  2.185
N  0.401  1.441  0.054
N  -1.746  0.209  -0.642
C  -0.774  2.205  0.213
C  -3.155  2.158  -0.270
C  2.483  -0.230  -1.045
C  4.857  -0.649  -1.035
C  -2.761  -0.401  -1.213
C  2.708  0.954  -0.300
C  -0.879  3.476  0.705
C  4.017  1.321  0.047
C  -4.235  1.458  -0.869
C  -4.026  0.215  -1.380
C  1.619  1.854  0.018
C  3.583  -1.011  -1.411
C  -2.142  4.105  0.735
C  -1.919  1.508  -0.234
C  -3.250  3.471  0.244
C  5.072  0.520  -0.303
H  -4.807  -0.350  -1.866
H  -4.213  3.966  0.240
H  1.882  2.889  0.231
H  5.697  -1.276  -1.303
H  4.191  2.236  0.599
H  -0.007  4.005  1.065
H  -2.220  5.105  1.136
H  3.394  -1.920  -1.965
H  -5.206  1.933  -0.927
H  -2.621  -1.426  -1.520

Computed properties:
- Strongest force on any atom: 2.37 eV Å⁻¹
- Molar mass: 749.048 g/mol
- HOMO level (spin up / spin down): -7.298 / -7.346 eV
- Total charge: 0
- Gap between HOMO and LUMO (spin up / spin down): 5.62 / 5.69 eV
- Electronic energy: -129565.1747 eV
- 2S+1: 1
- LUMO energy (spin up / spin down): -1.68 / -1.66 eV



Record 6
Formula: C16H10BrIrN2OS6
Source: the Open Molecules 2025 dataset
Level of theory: ωB97M-V with the def2-TZVPD basis set

Geometry (Å):
Ir  -0.050  -0.001  0.231
Br  1.997  0.144  -2.060
S  -2.224  -3.776  -0.589
S  2.434  1.417  4.257
S  1.873  0.122  1.628
S  -0.065  2.975  4.164
S  -0.872  1.803  1.543
S  -1.126  -1.774  1.466
O  1.727  3.179  6.092
N  -0.397  1.359  -1.573
N  -0.971  -1.586  -1.100
C  -1.260  -2.147  -2.348
C  1.439  2.650  5.053
C  -2.012  -3.532  -4.639
C  -1.956  -3.355  -2.264
C  -1.317  -2.326  -4.732
C  -1.441  2.154  -1.814
C  0.258  1.894  2.831
C  -1.558  2.926  -2.956
C  0.575  2.035  -3.642
C  -0.519  2.856  -3.875
C  -0.939  -1.628  -3.598
C  0.580  1.306  -2.474
C  1.391  1.189  2.871
C  -1.408  -2.318  -0.113
C  -2.339  -4.058  -3.400
C  -2.765  3.801  -3.172
H  -2.210  2.163  -1.048
H  -2.875  4.520  -2.358
H  -0.398  -0.696  -3.677
H  -2.877  -4.994  -3.315
H  -2.300  -4.063  -5.538
H  -1.066  -1.933  -5.710
H  -2.681  4.352  -4.106
H  -3.678  3.203  -3.207
H  -0.559  3.449  -4.783
H  1.396  1.959  -4.341

Computed properties:
- Strongest force on any atom: 2.03 eV Å⁻¹
- Molar mass: 710.792 g/mol
- HOMO level: -6.673 eV
- ΔE to the lowest compared entry with this formula, charge and spin: 40.9 kcal/mol
- Total charge: 0
- Gap between HOMO and LUMO: 5.55 eV
- Electronic energy: -159675.7319 eV
- 2S+1: 1
- LUMO energy: -1.12 eV